Record 1
Entry from OMol25: a molecular structure, C20H45Ca2Cl2CsFNO10S in a non-equilibrium geometry (ωB97M-V/def2-TZVPD).

XYZ file:
```
83
Properties=species:S:1:pos:R:3:mulliken_charge:R:1
C 3.94096 -3.59273 -3.30056 -1.1535
C 2.53320 -3.64589 -4.00419 -0.1808
C 1.75065 -2.28477 -3.93508 -0.5579
C 1.46544 -1.77386 -2.41045 -0.0982
C 0.16384 -0.79927 -2.47761 -0.3131
C -0.00842 0.16712 -1.19778 -0.5543
C -0.06341 -0.59746 0.23810 -0.3620
C 0.28985 0.42434 1.40995 -0.4239
C 1.42887 -0.24711 2.26205 -0.0414
N 0.94211 -1.33959 3.14881 -0.6861
C 2.28776 0.79474 3.08896 -0.8488
O 3.54370 0.16116 3.32511 -0.3373
C 4.62654 1.05591 3.16141 -0.3946
C 4.87318 1.51859 1.66496 -0.4982
O 4.19185 0.69053 0.69082 -0.1791
O 3.26935 1.55945 0.05574 -0.3829
H 4.50714 -4.50578 -3.59401 0.3748
H 3.81122 -3.62909 -2.19181 0.2856
H 4.51298 -2.69699 -3.63630 0.3057
H 1.94724 -4.49775 -3.55118 0.1499
H 2.66942 -3.91384 -5.08119 0.3432
H 2.29610 -1.48038 -4.47809 0.4178
H 0.73421 -2.42533 -4.48237 0.2407
H 2.35603 -1.27287 -1.96406 0.3544
H 1.17138 -2.70418 -1.79014 -0.2032
H -0.84473 -1.37261 -2.63544 0.1022
H 0.31350 -0.14379 -3.38098 0.2798
H 0.76427 0.98281 -1.20549 -0.0380
H -0.99474 0.69014 -1.34246 0.3842
H 0.69984 -1.47737 0.24188 0.1940
H -1.09836 -1.09123 0.42994 0.1898
H 0.53885 1.44025 1.02491 0.0261
H -0.61605 0.47978 2.05699 0.5065
H 2.16845 -0.71768 1.54694 0.2348
H 1.30822 -2.22278 2.78794 0.2946
H 1.44525 -1.20210 4.03492 0.3176
H 1.70924 1.01013 4.03307 0.3887
H 2.35177 1.74812 2.50904 0.4078
H 4.54353 1.94977 3.83706 0.2460
H 5.54475 0.49934 3.49097 0.3400
H 4.54674 2.58694 1.58727 0.3140
H 5.96158 1.44292 1.43357 0.3420
H 2.44595 1.07426 -0.10845 0.2303
C 1.95590 0.61155 7.06709 0.8660
O 1.04113 1.37426 6.63610 -0.6973
O 1.95213 -0.65644 6.99822 -0.6920
O 3.03144 1.06444 7.68677 -0.8624
Ca -0.57998 -3.13127 -3.95824 0.4414
C -2.15456 -6.52000 -0.81839 -0.6404
O -2.65347 -5.27072 -1.26144 -0.4582
H -2.20777 -7.23185 -1.63807 0.2299
H -1.11398 -6.40661 -0.50493 0.3213
H -2.75883 -6.88096 0.01357 0.2817
H -2.59273 -4.65543 -0.51276 0.2605
Cs -1.21143 -3.68582 -0.85631 1.0353
C -6.96049 -0.30131 -0.82067 -1.0801
C -6.16576 -1.36673 -0.08799 -0.1046
O -4.87613 -0.87134 0.25292 -0.4504
H -6.43887 0.01337 -1.72908 0.2506
H -7.95132 -0.67198 -1.09424 0.3357
H -7.07859 0.58775 -0.19649 0.3339
H -6.03013 -2.24803 -0.72341 0.1950
H -6.67900 -1.67700 0.83339 0.2778
H -5.00239 -0.10308 0.81850 0.2467
F -6.33001 -1.79010 2.72419 -0.7653
C -0.07218 4.34902 -0.87667 0.6269
C -0.70293 5.04518 -2.07253 -0.8070
C -2.17528 4.61371 -2.12487 -0.3273
S -2.64905 4.23175 -0.44670 1.1641
O -2.93335 2.81743 -0.34788 -0.5142
O -3.57358 5.23363 0.02991 -0.7417
C -1.04468 4.53266 0.27832 -0.7798
H 0.98966 4.79693 -0.62431 0.0477
H 0.05671 3.28068 -1.09316 -0.4518
H -0.64249 6.13032 -1.93810 0.3044
H -0.18552 4.80169 -3.00228 0.3869
H -2.81580 5.40607 -2.50749 0.5293
H -2.30948 3.68661 -2.73603 -0.0437
H -0.87450 3.83974 1.10117 0.3993
H -1.02948 5.56012 0.64368 0.3628
Cl -3.45037 2.97800 -3.94631 -0.5096
Ca 2.20228 2.17144 9.31506 1.4549
Cl 1.98566 5.70053 0.22671 -0.4434
```

Computed properties:
- Gap between HOMO and LUMO: 0.0580 Eh
- M: 794.61 g mol⁻¹
- Multiplicity: 1

Record 2
Entry from OMol25: C5H8O2 in the gas phase (ωB97M-V/def2-TZVPD).

XYZ file:
```
15
Properties=species:S:1:pos:R:3:mulliken_charge:R:1
O 2.21640 0.46217 -0.29252 -0.5186
C 1.30709 -0.52898 0.11228 -0.6260
C 0.08881 0.01387 0.85783 0.2175
C -0.60794 1.18546 0.13086 -0.7171
C -1.51210 0.18130 -0.63432 -0.4073
C -0.94657 -0.93299 0.25103 0.1230
O -1.17264 -2.10353 0.40077 -0.5816
H 2.81895 0.01031 -0.89605 0.3211
H 1.76882 -1.30695 0.73772 0.3466
H 0.89605 -1.04349 -0.78318 0.3087
H 0.18003 0.05401 1.94566 0.4607
H -1.18193 1.83738 0.79585 0.2503
H 0.07020 1.80000 -0.46504 0.2829
H -1.34242 0.09961 -1.71120 0.2468
H -2.58273 0.27184 -0.44970 0.2930
```

Computed properties:
- Gap between HOMO and LUMO: 0.3735 Eh
- M: 100.12 g mol⁻¹
- Multiplicity: 1
- SMILES string: O=C1CC[C@@H]1CO
- Energy above the lowest of the compared OMol25 structures with the same formula, charge and spin: 146.12 kJ/mol

Record 3
Entry from OMol25: 4 unconnected molecules or ions with the total composition H9O4 (ωB97M-V/def2-TZVPD).

XYZ file:
```
13
Properties=species:S:1:pos:R:3:mulliken_charge:R:1
O -0.14524 -0.07814 -0.82377 -0.4542
H 0.76713 -0.42927 -0.51817 0.4805
H -0.85551 -0.58506 -0.30705 0.4765
H -0.16399 0.86341 -0.46209 0.4632
O -0.02458 2.28698 0.23019 -0.6413
H -0.04496 3.08538 -0.32024 0.3295
H -0.05709 2.59329 1.13939 0.3175
O -1.99569 -1.33244 0.46768 -0.6619
H -1.99368 -2.27600 0.63974 0.3342
H -2.92871 -1.06734 0.44970 0.3377
O 2.20803 -0.76189 -0.08616 -0.6884
H 2.46396 -1.51120 0.46192 0.3472
H 2.77034 -0.78772 -0.87114 0.3596
```

Computed properties:
- Charge: +1
- Gap between HOMO and LUMO: 0.4979 Eh
- M: 73.07 g mol⁻¹
- Multiplicity: 1
- Energy above the lowest of the compared OMol25 structures with the same formula, charge and spin: 8.00 kJ/mol

Record 4
Entry from OMol25: a molecular structure, C6H4 in a non-equilibrium geometry (ωB97M-V/def2-TZVPD).

XYZ file:
```
10
Properties=species:S:1:pos:R:3:mulliken_charge:R:1
C 1.49002 -0.62567 -0.26420 -0.4460
C 0.32371 -1.11546 -0.17215 0.2905
C -1.54698 0.15998 -0.43464 -0.3089
C -0.57111 0.63065 0.35118 -0.1513
C 1.37836 0.72990 0.15452 -0.1406
C -0.95655 -0.91080 0.36929 -0.6219
H -2.15817 0.10845 -1.31298 0.3703
H 1.95934 1.05961 1.00007 0.3359
H 1.45862 1.38288 -0.79281 0.2410
H -1.37724 -1.41954 1.10171 0.4309
```

Computed properties:
- Gap between HOMO and LUMO (spin up / spin down): 0.3329 / 0.3329 Eh
- M: 76.10 g mol⁻¹
- Multiplicity: 1
- Energy above the lowest of the compared OMol25 structures with the same formula, charge and spin: 485.70 kJ/mol

Record 5
Entry from OMol25: C3H6N2O2 in the gas phase in a non-equilibrium geometry (ωB97M-V/def2-TZVPD).

XYZ file:
```
13
Properties=species:S:1:pos:R:3:mulliken_charge:R:1
C -1.50015 0.77226 -0.27904 -0.7476
C -0.19321 0.86195 -0.03684 0.3361
C 0.75705 -0.00963 0.67162 -0.5527
N 1.10349 -1.06981 -0.30071 -0.6126
N 0.61426 2.09916 -0.99014 0.9159
O -0.18369 2.77678 -1.53361 -0.5940
O 1.78915 2.15120 -0.88744 -0.5394
H -1.92793 1.49850 -1.10756 0.2212
H -2.09871 0.13601 0.25171 0.3614
H 1.70715 0.41891 0.86302 0.3000
H 0.26250 -0.35224 1.63191 0.3503
H 0.35593 -1.65224 -0.49235 0.2680
H 1.26692 -0.50530 -1.16676 0.2935
```

Computed properties:
- Gap between HOMO and LUMO: 0.3657 Eh
- M: 102.09 g mol⁻¹
- Multiplicity: 1
- SMILES string: C=C(CN)[N+](=O)[O-]
- Energy above the lowest of the compared OMol25 structures with the same formula, charge and spin: 590.74 kJ/mol

Record 6
Entry from OMol25: a molecular structure, C31H26CaF3N2P2S (ωB97M-V/def2-TZVPD).

XYZ file:
```
66
Properties=species:S:1:pos:R:3:mulliken_charge:R:1
Ca -0.37622 -2.28914 -1.10640 1.6412
C -0.66084 -0.01028 -3.75678 -1.2160
N -0.77295 -0.28702 -2.31270 -0.0277
P 1.95898 -0.30735 -1.10398 -0.1441
C 3.31630 0.78726 -1.56007 0.8176
C 3.40100 2.09174 -1.06976 -0.1951
C 4.46660 2.89675 -1.43347 -0.8528
C 5.45237 2.40454 -2.28091 -0.4543
C 5.37262 1.10977 -2.76948 -0.6698
C 4.30347 0.30011 -2.41366 -0.6129
C 2.08875 -0.61168 0.74072 2.2744
C 2.84171 0.13422 1.80637 -1.0440
C 2.68190 -0.27673 3.06918 -0.9305
C 1.99357 -1.56882 3.46627 -0.1864
C 2.28305 -2.67897 2.41599 -0.5497
C 2.21593 -2.15722 0.97054 -1.3105
P -2.56130 -0.77052 -1.85895 0.0391
C -2.60507 -1.04609 -0.14943 0.7582
C -2.99973 -0.11759 0.90309 -0.4707
C -2.93163 -0.42161 2.20496 -1.3717
C -2.13390 -1.60930 2.70137 -0.0591
C -2.22219 -2.69513 1.64289 -0.7309
C -2.47379 -2.40594 0.34916 -1.2735
C -3.42157 0.77726 -2.23880 0.6805
C -3.01196 2.02049 -1.75163 0.2137
C -3.71529 3.16588 -2.08716 -0.9789
C -4.83382 3.08088 -2.90681 -0.4876
C -5.24560 1.85071 -3.39493 -0.6004
C -4.53734 0.70265 -3.06864 -0.7836
H 0.37177 -0.13017 -4.08647 0.2791
H -0.99431 1.00195 -3.99456 0.3577
H -1.29267 -0.71800 -4.29762 0.3571
H 2.63081 2.48004 -0.41335 0.4300
H 4.52943 3.90907 -1.05754 0.4306
H 6.28355 3.03673 -2.56341 0.3963
H 6.13839 0.73106 -3.43288 0.4148
H 4.23807 -0.70812 -2.80458 0.3549
H 3.44915 0.99590 1.56522 0.5242
H 3.17450 0.27884 3.85756 0.4523
H 2.38481 -1.85871 4.43934 0.7441
H 3.05869 -3.39945 2.65375 0.5304
H 2.74706 -2.74432 0.22023 0.6081
H -3.47574 0.81071 0.60989 0.4392
H -3.36501 0.24655 2.93944 0.3927
H -2.57346 -2.00792 3.62054 0.7917
H -2.23819 -3.73011 1.96665 0.5355
H -2.65314 -3.23756 -0.34667 0.8074
H -2.15007 2.09786 -1.10045 0.3354
H -3.39471 4.12600 -1.70477 0.4293
H -5.38233 3.97673 -3.16602 0.3963
H -6.11449 1.78309 -4.03583 0.4085
H -4.85756 -0.25580 -3.45968 0.3828
F 0.85251 1.87928 1.35705 -0.0560
C -0.00218 1.30030 2.22776 -0.0135
F 0.44038 1.58229 3.46887 -0.3034
F -1.16780 1.94178 2.08908 -0.2632
C -0.12361 -0.18380 2.02249 -0.3474
C -0.73127 -1.04011 3.09765 -0.3628
C 0.41991 -2.01516 3.45885 -0.8343
C 0.76721 -3.00088 2.34820 -0.7764
N 0.71162 -2.28074 1.01633 -0.5964
C 0.66096 -0.84005 1.18794 0.4512
S 0.15841 0.82239 -1.35807 -0.1227
H -0.91102 -0.39203 3.95923 0.7418
H 0.21306 -2.53476 4.39394 0.7004
H 0.32426 -3.99176 2.31487 0.5095
```

Computed properties:
- Charge: +1
- Gap between HOMO and LUMO: 0.2187 Eh
- M: 617.65 g mol⁻¹
- Multiplicity: 1